[1]
# C21H25F3N2O2

The molecule C21H25F3N2O2 (wB97M-V/def2-TZVPD, OMol25).

Each line ends with the Löwdin charge.
Positions of all 53 atoms, in Å:
C: -1.89633 -5.51156 0.31595  -0.06
C: -0.67663 -5.15302 -0.52914  -0.24
H: -0.01378 -4.46789 0.01451  0.12
H: -0.11354 -6.05987 -0.76757  0.12
O: -1.02356 -4.62011 -1.78915  -0.03
C: -1.47364 -3.33890 -1.87666  -0.18
C: -1.51830 -2.42406 -0.84207  0.03
C: -1.97451 -1.12330 -1.04819  -0.24
C: -2.39031 -0.74631 -2.30841  -0.05
C: -2.36027 -1.65338 -3.36072  -0.01
C: -1.90746 -2.94481 -3.16499  -0.20
O: -1.83467 -3.90755 -4.12674  -0.07
C: -2.24687 -3.58053 -5.42906  -0.09
H: -2.10350 -4.48503 -6.01813  0.09
H: -1.64105 -2.77319 -5.85461  0.10
H: -3.30385 -3.29417 -5.45902  0.10
H: -2.69475 -1.33198 -4.33401  0.10
H: -2.74791 0.25705 -2.48741  0.11
C: -2.00443 -0.16916 0.11429  -0.16
N: -0.74619 -0.18715 0.84302  -0.17
C: 0.39664 0.24334 0.05199  -0.15
C: 0.77213 1.70844 0.28665  -0.14
N: 1.14232 1.88248 1.67526  -0.10
C: 1.98957 2.87007 2.07888  -0.21
C: 2.28750 3.95376 1.24059  0.04
C: 3.15565 4.94811 1.65945  -0.13
C: 3.74888 4.91873 2.91208  -0.03
C: 3.45501 3.85089 3.74520  -0.07
C: 2.60205 2.84558 3.34396  -0.02
H: 2.42402 2.01832 4.01188  0.10
H: 3.91059 3.79956 4.72250  0.11
H: 4.41954 5.70256 3.22279  0.11
C: 3.41631 6.07708 0.70785  -0.58
F: 2.29920 6.78408 0.43424  0.13
F: 4.31772 6.96299 1.15175  0.14
F: 3.87000 5.64569 -0.48733  0.13
H: 1.83500 4.04094 0.26631  0.11
C: 0.53470 0.95424 2.60377  -0.15
H: 0.41291 1.44285 3.57346  0.12
C: -0.84384 0.55020 2.09208  -0.18
H: -1.33668 -0.08943 2.83183  0.12
H: -1.45240 1.46463 1.97957  0.13
H: 1.15371 0.05686 2.73924  0.13
H: -0.07268 2.35795 0.01362  0.13
H: 1.62205 1.96300 -0.35164  0.13
H: 1.25552 -0.38364 0.31724  0.13
H: 0.17939 0.07926 -1.00440  0.12
H: -2.26707 0.84355 -0.23955  0.12
H: -2.78334 -0.48512 0.81762  0.13
H: -1.18684 -2.68194 0.15009  0.11
H: -1.57625 -5.97561 1.24495  0.08
H: -2.52697 -6.20894 -0.22944  0.08
H: -2.48281 -4.62557 0.54563  0.07

Spin multiplicity = 1
SMILES string = CCOc1cc(CN2CCN(c3cccc(C(F)(F)F)c3)CC2)ccc1OC
Energy above the lowest of the compared OMol25 structures with the same formula, charge and spin = 88.07 kJ/mol
DFT total energy = -1374.7956 Eh
Largest force on an atom = 0.497 eV Å⁻¹
E_HOMO = -0.289 Eh

***

[2]
# C19H38BCl4N8O27

A cluster of 12 separate species, C19H38BCl4N8O27 in total in a non-equilibrium geometry (wB97M-V/def2-TZVPD, OMol25).

Each line ends with the Löwdin charge.
Positions of all 97 atoms, in Å:
O: 9.80424 12.09231 17.36242  0.11
C: 9.15361 11.55159 16.45757  -0.39
O: 8.83990 12.00563 15.30631  0.27
B: 7.94665 11.08919 14.59265  -0.93
O: 7.89664 9.89751 15.46153  0.22
C: 8.52676 10.19459 16.58170  -0.35
O: 8.52698 9.46586 17.56707  0.11
O: 8.32784 10.82369 13.21970  0.22
C: 7.50516 11.39685 12.32377  -0.25
O: 7.63122 11.57202 11.05870  0.07
C: 6.34543 11.98353 13.23351  -0.33
O: 6.60157 11.67914 14.52965  0.20
O: 5.31687 12.50910 12.82342  0.07
Cl: 5.87674 15.62514 12.77589  0.54
C: 4.14252 16.07339 13.26033  -0.56
C: 3.16233 14.99137 12.76499  -0.62
Cl: 1.49959 15.35012 13.41296  0.53
H: 3.92579 17.00345 12.73486  0.06
H: 4.07231 16.25872 14.33216  0.05
H: 3.43990 14.03579 13.20988  0.03
H: 3.06286 14.79447 11.69754  0.07
Cl: 5.30557 6.48022 8.90869  0.56
C: 5.55622 8.18627 9.09633  -0.68
C: 7.00346 8.59464 8.71333  -0.60
Cl: 8.23393 7.85046 9.77331  0.60
H: 5.08053 8.37823 10.05808  0.04
H: 4.85174 8.61958 8.38636  0.06
H: 7.15243 9.66048 8.88623  0.05
H: 7.23095 8.39990 7.66527  0.07
C: 9.17320 5.95000 17.35289  0.04
N: 7.77094 5.80504 16.89842  -0.38
O: 6.76153 6.24063 17.54411  0.02
O: 7.64238 5.27177 15.81289  0.05
H: 9.55740 5.01057 17.75034  0.11
H: 9.35534 6.75227 18.06793  0.06
H: 9.74879 6.23948 16.47369  0.10
C: 2.27751 10.89667 12.67813  0.04
N: 1.14758 11.47979 13.39156  -0.45
O: -0.01584 11.37436 12.93973  0.03
O: 1.45005 12.15746 14.33964  0.04
H: 2.77858 10.31770 13.45390  0.10
H: 2.79690 11.75176 12.24552  0.09
H: 1.89424 10.23512 11.90124  0.10
C: 6.41308 14.56522 16.21158  0.02
N: 6.55063 15.92358 16.64872  -0.45
O: 5.63912 16.66672 16.29972  0.05
O: 7.59502 16.21616 17.19231  0.07
H: 6.82203 14.49433 15.20369  0.08
H: 5.38786 14.20390 16.29205  0.12
H: 7.09453 14.08610 16.91455  0.10
C: 7.79724 8.21229 20.64708  0.06
N: 9.09934 7.70417 21.24831  -0.39
O: 9.91589 7.05032 20.54515  0.01
O: 9.09510 7.60104 22.45314  0.06
H: 7.95725 9.01340 19.92546  0.07
H: 7.12165 8.62245 21.39771  0.10
H: 7.42227 7.36149 20.07819  0.09
C: 5.95130 7.81291 14.54998  0.05
N: 5.14471 8.08305 13.37088  -0.46
O: 4.10942 7.53423 13.23478  0.09
O: 5.51710 8.92892 12.58499  0.06
H: 5.85501 6.78743 14.90666  0.09
H: 5.76665 8.61003 15.27013  0.12
H: 6.95635 7.88671 14.13460  0.10
C: 10.47617 8.62225 12.00203  -0.01
N: 11.36499 7.45923 11.68747  -0.41
O: 12.57226 7.74351 11.60753  0.04
O: 10.87478 6.31975 11.73108  0.03
H: 10.17854 8.97147 11.01331  0.05
H: 10.80949 9.30221 12.78603  0.10
H: 9.53964 8.14075 12.28336  0.06
C: 11.58352 9.77112 18.90687  0.04
N: 12.16777 9.54370 17.56933  -0.44
O: 13.16863 10.19496 17.35642  0.06
O: 11.75303 8.67001 16.80917  0.05
H: 11.40618 10.83235 19.08137  0.10
H: 12.33972 9.33546 19.55990  0.11
H: 10.62942 9.24513 18.87323  0.06
C: 10.85265 15.17098 17.05810  0.01
N: 11.74737 16.24126 16.78879  -0.44
O: 12.68075 16.41353 17.60711  0.02
O: 11.68983 16.90271 15.75818  0.06
H: 10.36622 15.49048 17.97973  0.11
H: 11.46835 14.27486 17.13544  0.11
H: 10.12642 15.13421 16.24611  0.10
C: 8.16371 15.10947 5.24589  -0.08
O: 7.89884 13.79726 5.68117  -0.01
C: 7.54372 13.42444 6.94910  -0.47
O: 7.39120 12.27801 7.35624  0.12
O: 7.51850 14.55277 7.79772  -0.06
C: 7.30863 14.29704 9.17599  -0.07
H: 8.92011 15.58024 5.87385  0.09
H: 7.38126 15.86516 5.31526  0.09
H: 8.51928 15.08851 4.21573  0.09
H: 7.19814 15.24789 9.69733  0.08
H: 8.20595 13.84004 9.59319  0.09
H: 6.41774 13.71440 9.41042  0.10

Spin multiplicity = 1
Total charge = -1
Energy above the lowest of the compared OMol25 structures with the same formula, charge and spin = 306.53 kJ/mol
DFT total energy = -5081.4560 Eh
Largest force on an atom = 6.396 eV Å⁻¹
E_HOMO = -0.316 Eh